Entry 1:
Below is C31H42AuF3N10S as an isolated structure, with properties calculated with the ωB97M-V functional and the def2-TZVPD basis.

Computed properties:
frontier orbital gap (spin up / spin down) = 0.256 / 0.204 Eh
molar mass = 840.78 g/mol
total energy = -2587.01979 hartree
E_LUMO (spin up / spin down) = -4.950 / -7.295 eV
E_HOMO (spin up / spin down) = -11.90 / -12.84 eV

Structure (ORCA input):
```
! wB97M-V def2-TZVPD RIJCOSX def2/J DEFGRID3
* xyz 2 3
Au -0.161 -0.557 -0.207
C 2.592 -0.723 -1.955
N 2.522 0.729 -2.052
C 3.186 1.243 -3.247
C 1.995 1.557 -1.130
N 0.951 1.215 -0.377
C 0.735 1.887 0.849
C 1.812 1.973 1.738
C 1.709 2.605 2.963
C 0.506 3.162 3.343
C -0.609 3.062 2.502
C -1.828 3.625 2.951
C -2.992 3.540 2.193
C -2.956 2.904 0.982
C -1.749 2.338 0.441
N -1.793 1.673 -0.701
C -2.670 1.937 -1.689
N -3.260 0.922 -2.333
C -3.477 0.924 -3.777
C -3.394 -0.378 -1.692
N -2.931 3.194 -2.101
C -2.046 4.311 -1.810
C -4.203 3.565 -2.715
C -0.523 2.414 1.231
N 2.542 2.813 -1.092
C 3.989 2.964 -0.973
C 1.788 4.003 -0.755
H 3.627 -1.030 -1.795
H 2.236 -1.163 -2.887
H 1.999 -1.104 -1.133
H 2.785 0.715 -4.112
H 4.263 1.064 -3.209
H 2.999 2.305 -3.360
H 2.743 1.504 1.446
H 2.567 2.651 3.621
H 0.406 3.669 4.293
H -1.842 4.117 3.914
H -3.916 3.964 2.561
H -3.861 2.795 0.398
H -3.110 1.847 -4.214
H -4.532 0.803 -4.020
H -2.922 0.090 -4.210
H -3.456 -0.268 -0.615
H -2.555 -1.032 -1.940
H -4.316 -0.840 -2.045
H -1.042 3.943 -1.628
H -2.386 4.886 -0.946
H -2.019 4.971 -2.677
H -4.913 2.747 -2.634
H -4.083 3.838 -3.764
H -4.599 4.429 -2.178
H 4.490 2.021 -1.166
H 4.240 3.286 0.043
H 4.359 3.713 -1.674
H 0.738 3.843 -0.975
H 2.149 4.828 -1.371
H 1.894 4.289 0.295
F 1.994 -1.666 2.030
C 3.159 -1.896 1.435
F 4.022 -2.382 2.318
F 3.635 -0.740 0.954
N -1.652 -4.375 0.612
C -0.809 -3.501 0.038
N -1.131 -2.259 0.329
C -2.246 -2.321 1.163
C -2.967 -1.306 1.790
C -4.039 -1.686 2.568
C -4.389 -3.041 2.729
C -3.670 -4.050 2.124
C -2.590 -3.656 1.340
H -1.596 -5.375 0.514
H 0.039 -3.799 -0.561
H -2.682 -0.266 1.682
H -4.624 -0.932 3.077
H -5.236 -3.295 3.349
H -3.934 -5.090 2.257
S 2.759 -3.907 -0.498
C 3.375 -5.114 0.512
N 3.032 -5.327 1.795
C 3.889 -6.326 2.435
C 4.634 -6.944 1.231
N 4.290 -6.016 0.158
H 2.587 -4.587 2.311
H 3.290 -7.063 2.965
H 4.574 -5.856 3.141
H 4.284 -7.950 1.002
H 5.710 -6.972 1.386
H 4.613 -6.083 -0.791
*
```

Entry 2:
Below is C31H42BGe2N5O3PdS3 as an isolated structure in a non-equilibrium geometry, with properties calculated with the ωB97M-V functional and the def2-TZVPD basis.

Computed properties:
frontier orbital gap (spin up / spin down) = 0.207 / 0.207 Eh
molar mass = 891.36 g/mol
total energy = -7207.15836 hartree
E_LUMO (spin up / spin down) = -1.931 / -1.929 eV
E_HOMO (spin up / spin down) = -7.56 / -7.56 eV

Structure (ORCA input):
```
! wB97M-V def2-TZVPD RIJCOSX def2/J DEFGRID3
* xyz 0 1
Pd 0.062 0.309 0.005
C 0.061 -0.778 -4.974
C 0.551 -0.974 -3.540
Ge -0.005 0.583 -2.393
C 0.755 2.359 -2.936
C 0.084 2.960 -4.171
C -1.926 0.612 -2.851
C -2.816 -0.038 -2.098
Ge -2.076 -0.711 -0.348
C -3.283 -0.360 1.226
C -4.714 0.140 1.007
C -1.624 -2.665 -0.458
C -2.777 -3.653 -0.292
C -4.203 -0.337 -2.516
C -4.981 -1.215 -1.761
C -6.265 -1.563 -2.149
C -6.804 -1.036 -3.311
C -6.048 -0.154 -4.074
C -4.765 0.188 -3.685
H 0.391 -1.612 -5.596
H 0.466 0.140 -5.402
H -1.028 -0.729 -5.024
H 1.635 -1.036 -3.513
H 0.145 -1.897 -3.121
H 1.821 2.220 -3.102
H 0.646 3.024 -2.080
H 0.326 2.390 -5.069
H 0.427 3.986 -4.320
H -1.002 2.982 -4.066
H -2.204 0.992 -3.834
H -2.731 0.364 1.812
H -3.290 -1.276 1.819
H -4.782 0.861 0.190
H -5.069 0.625 1.917
H -5.399 -0.677 0.780
H -0.883 -2.823 0.328
H -1.121 -2.827 -1.414
H -3.305 -3.486 0.650
H -2.394 -4.674 -0.281
H -3.497 -3.574 -1.107
H -4.550 -1.637 -0.862
H -6.845 -2.251 -1.547
H -7.801 -1.314 -3.627
H -6.464 0.262 -4.983
H -4.194 0.867 -4.304
C -3.392 3.571 -0.836
N -3.247 3.294 0.581
C -4.190 3.470 1.550
C -3.631 3.057 2.715
N -2.348 2.652 2.475
B -1.527 1.974 3.640
N -0.014 1.730 3.358
C 0.969 2.540 3.879
C 2.137 1.865 3.867
N 1.877 0.632 3.310
C 2.804 -0.478 3.259
C 0.565 0.581 2.957
S -0.190 -0.789 2.239
C -2.114 2.805 1.161
S -0.655 2.637 0.290
H -4.450 3.600 -1.085
H -2.895 2.788 -1.405
H -2.930 4.525 -1.089
H -5.175 3.847 1.340
H -4.042 3.018 3.709
H -1.586 2.723 4.578
H -2.044 0.912 3.852
H 0.753 3.537 4.218
H 3.122 2.152 4.190
H 3.821 -0.096 3.322
H 2.673 -1.025 2.334
H 2.623 -1.155 4.096
O 2.583 3.520 0.801
C 2.880 2.418 0.386
N 2.034 1.491 -0.144
S 2.806 0.210 -0.730
O 2.961 0.260 -2.160
O 2.184 -1.007 -0.224
C 4.401 0.581 -0.013
C 5.592 -0.112 0.055
C 6.682 0.534 0.629
C 6.581 1.847 1.079
C 5.378 2.536 0.994
C 4.287 1.877 0.458
H 5.673 -1.123 -0.320
H 7.623 0.010 0.725
H 7.450 2.332 1.505
H 5.269 3.559 1.330
*
```

Entry 3:
Below is C31H42BrCl3InN4O6SSi as an isolated structure, with properties calculated with the ωB97M-V functional and the def2-TZVPD basis.

Computed properties:
frontier orbital gap = 0.228 Eh
molar mass = 927.93 g/mol
total energy = -6709.39074 hartree
E_LUMO = -3.810 eV
E_HOMO = -10.01 eV

Structure (ORCA input):
```
! wB97M-V def2-TZVPD RIJCOSX def2/J DEFGRID3
* xyz 1 1
In 0.253 0.092 -2.421
C 4.258 0.804 -1.871
O 3.959 2.165 -2.257
C 2.779 2.364 -2.813
O 1.994 1.459 -3.085
N 2.585 3.672 -3.071
N 1.382 4.124 -3.608
H 5.211 0.861 -1.358
H 4.334 0.178 -2.758
H 3.479 0.425 -1.212
H 3.295 4.317 -2.757
H 1.564 4.641 -4.459
H 0.916 4.731 -2.944
O -3.935 0.608 4.743
C -3.058 -0.170 4.080
O -2.537 -1.099 4.627
C -2.751 0.197 2.657
C -2.176 -0.794 1.869
C -1.831 -0.534 0.559
C -2.070 0.725 0.024
C -2.610 1.735 0.812
C -2.951 1.466 2.128
N -1.695 0.972 -1.327
C -2.460 1.661 -2.066
C -2.066 1.974 -3.449
C -2.872 2.723 -4.284
C -2.420 2.993 -5.571
C -1.183 2.518 -5.963
C -0.433 1.778 -5.058
N -0.876 1.508 -3.839
H -4.356 1.244 4.153
H -1.985 -1.759 2.318
H -1.344 -1.285 -0.050
H -2.707 2.739 0.419
H -3.322 2.279 2.741
H -3.419 2.035 -1.711
H -3.831 3.084 -3.935
H -3.030 3.570 -6.254
H -0.794 2.708 -6.953
H 0.547 1.396 -5.313
C 0.874 -0.323 5.789
C 0.997 0.924 4.911
C 2.312 1.641 5.247
C -0.177 1.855 5.241
C 1.004 0.576 3.422
C 0.902 1.583 2.470
C 0.975 1.266 1.132
Br 0.830 2.716 -0.105
C 1.148 -0.036 0.635
O 1.200 -0.295 -0.671
C 1.275 -1.059 1.594
C 1.188 -0.714 2.945
C 1.510 -2.551 1.282
C 0.375 -3.390 1.891
C 2.844 -2.973 1.921
C 1.584 -2.922 -0.202
H 0.819 -0.022 6.836
H 1.741 -0.978 5.685
H -0.029 -0.890 5.554
H 2.344 1.898 6.308
H 2.419 2.564 4.672
H 3.169 1.003 5.022
H -0.152 2.120 6.299
H -1.130 1.364 5.046
H -0.141 2.784 4.670
H 0.780 2.618 2.759
H 1.277 -1.512 3.667
H 0.243 -3.215 2.958
H 0.584 -4.453 1.749
H -0.574 -3.170 1.395
H 2.844 -2.842 3.003
H 3.667 -2.384 1.511
H 3.041 -4.026 1.710
H 0.656 -2.696 -0.730
H 1.758 -3.999 -0.277
H 2.393 -2.412 -0.720
C -2.060 -3.845 -1.407
S -2.671 -2.501 -2.415
C -2.797 -3.392 -3.958
O -1.495 -1.566 -2.609
H -1.119 -4.201 -1.826
H -2.812 -4.633 -1.391
H -1.910 -3.467 -0.398
H -1.828 -3.831 -4.192
H -3.080 -2.674 -4.725
H -3.569 -4.155 -3.858
Cl -0.219 -1.575 -5.820
Si 1.076 -1.582 -4.187
Cl 1.159 -3.558 -3.589
Cl 2.931 -1.178 -4.987
*
```

Entry 4:
Below is C31H42BrN3P2Ru as an isolated structure in a non-equilibrium geometry, with properties calculated with the ωB97M-V functional and the def2-TZVPD basis.

Computed properties:
frontier orbital gap (spin up / spin down) = 0.251 / 0.202 Eh
molar mass = 699.62 g/mol
total energy = -4720.55986 hartree
E_LUMO (spin up / spin down) = -12.767 / -14.484 eV
E_HOMO (spin up / spin down) = -19.60 / -19.99 eV

Structure (ORCA input):
```
! wB97M-V def2-TZVPD RIJCOSX def2/J DEFGRID3
* xyz 4 5
C 2.547 4.777 -1.053
C 1.560 4.208 -1.884
C 1.810 4.103 -3.263
C 2.991 4.675 -3.761
N 3.900 5.244 -2.970
C 3.689 5.314 -1.658
C 0.359 3.708 -1.307
C -0.597 3.345 -0.629
C -1.558 2.621 0.167
C -1.143 1.654 1.078
C -2.099 0.728 1.550
C -3.454 0.840 1.139
C -3.889 2.061 0.652
C -2.926 2.904 0.087
Ru -1.447 -1.202 1.270
P 0.898 -0.638 0.426
H 1.128 3.579 -3.933
H 2.435 4.796 0.033
H 3.192 4.662 -4.831
H 4.442 5.815 -1.049
H -3.205 3.813 -0.429
H -0.123 1.612 1.433
H -4.927 2.372 0.681
H -2.003 0.123 2.470
C 1.791 -2.262 0.591
C 3.000 -2.552 -0.291
H 1.027 -3.035 0.431
H 2.068 -2.323 1.652
H 3.333 -3.576 -0.076
H 2.772 -2.508 -1.363
H 3.850 -1.891 -0.083
C 1.237 -0.017 -1.343
C 2.566 0.671 -1.675
H 0.404 0.680 -1.537
H 1.106 -0.885 -2.005
H 2.553 0.921 -2.748
H 2.684 1.625 -1.136
H 3.447 0.029 -1.494
C 1.978 0.598 1.338
C 3.475 0.337 1.488
H 1.540 0.696 2.340
H 1.827 1.557 0.816
H 3.877 1.121 2.145
H 3.688 -0.632 1.958
H 4.029 0.410 0.541
Br -4.543 -0.742 1.516
P -1.675 -1.619 -1.049
C -0.608 -2.603 -2.182
C -1.280 -3.781 -2.882
H 0.254 -2.949 -1.586
H -0.230 -1.892 -2.935
H -0.528 -4.240 -3.535
H -1.619 -4.546 -2.174
H -2.120 -3.461 -3.516
C -2.771 -2.804 -0.206
C -4.207 -2.784 -0.733
H -2.748 -2.572 0.905
H -2.320 -3.796 -0.312
H -4.826 -3.439 -0.115
H -4.643 -1.782 -0.678
H -4.269 -3.133 -1.765
C -2.495 -0.313 -2.003
C -3.049 -0.795 -3.338
H -1.738 0.475 -2.146
H -3.269 0.123 -1.357
H -3.578 0.040 -3.806
H -2.249 -1.103 -4.021
H -3.760 -1.621 -3.216
N 1.818 -3.798 6.111
C 1.324 -2.889 5.574
C 0.728 -1.733 5.006
C 0.732 -0.541 5.723
C 0.163 0.584 5.155
C -0.435 0.468 3.896
N -0.480 -0.725 3.243
C 0.118 -1.808 3.757
H 1.162 -0.506 6.707
H 0.145 1.551 5.647
H -0.893 1.355 3.434
H 0.051 -2.698 3.115
*
```

Entry 5:
Below is C31H42IrN6O4S2 as an isolated structure in a non-equilibrium geometry, with properties calculated with the ωB97M-V functional and the def2-TZVPD basis.

Computed properties:
frontier orbital gap (spin up / spin down) = 0.236 / 0.238 Eh
molar mass = 819.07 g/mol
total energy = -2736.44719 hartree
E_LUMO (spin up / spin down) = -3.501 / -3.506 eV
E_HOMO (spin up / spin down) = -9.93 / -9.98 eV

Structure (ORCA input):
```
! wB97M-V def2-TZVPD RIJCOSX def2/J DEFGRID3
* xyz 1 1
Ir 0.076 -1.643 0.080
C -2.779 -0.254 3.859
O -4.027 -0.642 3.264
C -4.742 0.380 2.684
C -5.953 0.725 3.271
C -6.741 1.730 2.743
C -6.309 2.418 1.616
C -5.116 2.069 1.016
C -4.328 1.035 1.519
N -3.104 0.786 0.830
C -2.515 -0.373 0.443
N -3.040 -1.538 0.805
C -2.522 -2.834 0.558
C -1.212 -3.108 0.201
C -0.824 -4.425 -0.048
C -1.743 -5.450 0.077
C -3.052 -5.190 0.473
C -3.437 -3.883 0.725
O -4.679 -3.503 1.129
C -5.572 -4.523 1.561
N -1.436 -0.333 -0.357
C -0.865 0.955 -0.583
C -0.883 1.518 -1.848
C -0.255 2.735 -2.091
C 0.379 3.393 -1.049
C 0.395 2.847 0.233
C -0.216 1.621 0.466
O -0.234 0.966 1.661
C 0.421 1.529 2.792
H -2.315 -1.164 4.231
H -2.967 0.435 4.684
H -2.116 0.214 3.131
H -6.243 0.191 4.165
H -7.676 1.989 3.218
H -6.904 3.218 1.199
H -4.778 2.599 0.133
H -2.768 1.583 0.305
H -3.851 -1.524 1.411
H 0.198 -4.638 -0.330
H -1.445 -6.469 -0.134
H -3.761 -5.997 0.568
H -6.413 -4.013 2.020
H -5.090 -5.172 2.294
H -5.923 -5.115 0.715
H -1.390 0.981 -2.639
H -0.275 3.167 -3.082
H 0.862 4.346 -1.221
H 0.877 3.383 1.039
H 0.412 0.751 3.553
H -0.116 2.409 3.151
H 1.451 1.796 2.564
C 6.228 -0.678 0.769
C 4.785 -0.458 1.213
C 4.110 0.738 0.538
C 3.924 0.582 -0.964
N 2.805 -0.334 -1.200
C 2.034 -0.523 -2.271
S 0.783 -1.714 -2.186
N 2.172 0.118 -3.426
C 3.317 0.850 -3.983
C 3.101 2.358 -4.015
C 4.150 3.065 -4.869
C 5.555 2.980 -4.279
H 6.720 -1.412 1.404
H 6.799 0.250 0.830
H 6.296 -1.046 -0.256
H 4.768 -0.284 2.291
H 4.203 -1.370 1.042
H 4.712 1.634 0.710
H 3.134 0.922 0.984
H 4.835 0.183 -1.415
H 3.707 1.544 -1.421
H 2.644 -1.021 -0.468
H 1.451 -0.130 -4.090
H 3.446 0.489 -5.005
H 4.214 0.576 -3.439
H 3.126 2.763 -3.000
H 2.100 2.554 -4.408
H 3.864 4.113 -4.977
H 4.146 2.637 -5.875
H 5.565 3.332 -3.245
H 6.255 3.595 -4.841
H 5.944 1.960 -4.291
O 0.559 -2.753 3.486
S 1.571 -3.055 2.496
N 1.522 -2.440 1.156
*
```

Copy entry 1 word for word.
Below is C31H42AuF3N10S as an isolated structure, with properties calculated with the ωB97M-V functional and the def2-TZVPD basis.

Computed properties:
frontier orbital gap (spin up / spin down) = 0.256 / 0.204 Eh
molar mass = 840.78 g/mol
total energy = -2587.01979 hartree
E_LUMO (spin up / spin down) = -4.950 / -7.295 eV
E_HOMO (spin up / spin down) = -11.90 / -12.84 eV

Structure (ORCA input):
```
! wB97M-V def2-TZVPD RIJCOSX def2/J DEFGRID3
* xyz 2 3
Au -0.161 -0.557 -0.207
C 2.592 -0.723 -1.955
N 2.522 0.729 -2.052
C 3.186 1.243 -3.247
C 1.995 1.557 -1.130
N 0.951 1.215 -0.377
C 0.735 1.887 0.849
C 1.812 1.973 1.738
C 1.709 2.605 2.963
C 0.506 3.162 3.343
C -0.609 3.062 2.502
C -1.828 3.625 2.951
C -2.992 3.540 2.193
C -2.956 2.904 0.982
C -1.749 2.338 0.441
N -1.793 1.673 -0.701
C -2.670 1.937 -1.689
N -3.260 0.922 -2.333
C -3.477 0.924 -3.777
C -3.394 -0.378 -1.692
N -2.931 3.194 -2.101
C -2.046 4.311 -1.810
C -4.203 3.565 -2.715
C -0.523 2.414 1.231
N 2.542 2.813 -1.092
C 3.989 2.964 -0.973
C 1.788 4.003 -0.755
H 3.627 -1.030 -1.795
H 2.236 -1.163 -2.887
H 1.999 -1.104 -1.133
H 2.785 0.715 -4.112
H 4.263 1.064 -3.209
H 2.999 2.305 -3.360
H 2.743 1.504 1.446
H 2.567 2.651 3.621
H 0.406 3.669 4.293
H -1.842 4.117 3.914
H -3.916 3.964 2.561
H -3.861 2.795 0.398
H -3.110 1.847 -4.214
H -4.532 0.803 -4.020
H -2.922 0.090 -4.210
H -3.456 -0.268 -0.615
H -2.555 -1.032 -1.940
H -4.316 -0.840 -2.045
H -1.042 3.943 -1.628
H -2.386 4.886 -0.946
H -2.019 4.971 -2.677
H -4.913 2.747 -2.634
H -4.083 3.838 -3.764
H -4.599 4.429 -2.178
H 4.490 2.021 -1.166
H 4.240 3.286 0.043
H 4.359 3.713 -1.674
H 0.738 3.843 -0.975
H 2.149 4.828 -1.371
H 1.894 4.289 0.295
F 1.994 -1.666 2.030
C 3.159 -1.896 1.435
F 4.022 -2.382 2.318
F 3.635 -0.740 0.954
N -1.652 -4.375 0.612
C -0.809 -3.501 0.038
N -1.131 -2.259 0.329
C -2.246 -2.321 1.163
C -2.967 -1.306 1.790
C -4.039 -1.686 2.568
C -4.389 -3.041 2.729
C -3.670 -4.050 2.124
C -2.590 -3.656 1.340
H -1.596 -5.375 0.514
H 0.039 -3.799 -0.561
H -2.682 -0.266 1.682
H -4.624 -0.932 3.077
H -5.236 -3.295 3.349
H -3.934 -5.090 2.257
S 2.759 -3.907 -0.498
C 3.375 -5.114 0.512
N 3.032 -5.327 1.795
C 3.889 -6.326 2.435
C 4.634 -6.944 1.231
N 4.290 -6.016 0.158
H 2.587 -4.587 2.311
H 3.290 -7.063 2.965
H 4.574 -5.856 3.141
H 4.284 -7.950 1.002
H 5.710 -6.972 1.386
H 4.613 -6.083 -0.791
*
```